Density functional theory data (ωB97M-V with the def2-TZVPD basis set) for a 10-piece molecular cluster, C37H84B3F3N12O13 overall.

Structure (SMILES) ... [H]/N=C(/N)NCCCCB1OB(CCCCO)OB(C(F)(F)F)O1.CNC(C)=O.CNC(C)=O.CNC(C)=O.CNC(C)=O.CNC(C)=O.CNC(C)=O.CNC(C)=O.CNC(C)=O.CNC(C)=O
E ... -94423.063 eV
Orbital gap ... 8.7083 eV

Each atom is followed by the atoms it is bonded to, with distances in Å.
Atoms and positions in Å:
1 F 1.458 4.073 4.680  C52 1.344
2 F 0.313 2.304 5.114  C52 1.342
3 F -0.363 4.228 5.819  C52 1.343
4 O -8.610 -4.451 -0.516  C53 1.225
5 O 3.721 10.233 4.256  C40 1.218
6 O -1.864 3.211 1.079  B67 1.395, B68 1.394
7 O -9.512 -8.206 -2.729  C30 1.221
8 O 8.806 -2.587 -5.384  C38 1.219
9 O -7.424 -0.425 0.271  C42 1.430, H110 0.965
10 O -6.604 4.671 1.527  C50 1.221
11 O 5.743 -3.948 0.935  C54 1.221
12 O -8.509 9.061 0.910  C31 1.220
13 O -1.979 3.405 3.445  B66 1.372, B67 1.412
14 O -0.044 4.155 2.262  B66 1.367, B68 1.413
15 O 7.364 -6.072 -4.456  C51 1.218
16 O 6.500 -2.299 -2.447  C45 1.226
17 N 3.446 0.232 2.195  C36 1.472, C56 1.427, H70 1.011
18 N 5.486 -1.075 2.121  C56 1.438, H85 1.018, H112 1.022
19 N 3.393 -2.144 2.288  C56 1.270, H79 1.020
20 N -7.770 -2.825 -1.812  C53 1.355, C55 1.446, H83 1.011
21 N -8.269 11.285 0.731  C31 1.359, C46 1.448, H117 1.008
22 N 7.137 -5.645 1.389  C54 1.358, C62 1.447, H80 1.009
23 N -6.227 5.390 3.620  C50 1.364, C61 1.448, H86 1.008
24 N 2.587 8.328 4.610  C40 1.360, C49 1.450, H104 1.008
25 N 5.577 -4.322 -2.153  C37 1.446, C45 1.354, H78 1.014
26 N 8.555 -7.917 -3.993  C51 1.362, C63 1.448, H126 1.008
27 N 9.302 -0.836 -6.700  C38 1.363, C39 1.447, H97 1.008
28 N -9.360 -10.007 -1.404  C30 1.361, C33 1.447, H145 1.008
29 C -3.404 1.547 2.326  C58 1.542, B67 1.557, H116 1.099, H134 1.098
30 C -9.543 -8.672 -1.602  O7 1.221, N28 1.361, C47 1.512
31 C -7.772 10.021 0.755  O12 1.220, N21 1.359, C34 1.513
32 C 1.514 1.885 0.955  C60 1.555, C65 1.531, H132 1.100, H144 1.094
33 C -9.361 -10.734 -0.153  N28 1.447, H113 1.092, H133 1.085, H137 1.092
34 C -6.279 9.855 0.581  C31 1.513, H89 1.090, H139 1.091, H149 1.086
35 C 4.053 8.493 2.651  C40 1.513, H84 1.091, H88 1.085, H92 1.091
36 C 3.978 1.167 1.191  N17 1.472, C65 1.539, H98 1.098, H141 1.093
37 C 4.988 -5.579 -2.559  N25 1.446, H81 1.084, H91 1.092, H138 1.093
38 C 8.862 -1.378 -5.530  O8 1.219, N27 1.363, C44 1.511
39 C 9.427 0.564 -7.042  N27 1.447, H100 1.085, H109 1.092, H123 1.092
40 C 3.450 9.101 3.898  O5 1.218, N24 1.360, C35 1.513
41 C 5.712 -3.403 -4.420  C45 1.509, H127 1.088, H136 1.085, H143 1.093
42 C -6.519 0.678 0.355  O9 1.430, C59 1.520, H102 1.097, H105 1.098
43 C -8.581 -4.891 -2.864  C53 1.510, H96 1.085, H101 1.091, H120 1.091
44 C 8.436 -0.434 -4.429  C38 1.511, H74 1.091, H76 1.092, H128 1.087
45 C 5.967 -3.289 -2.937  O16 1.226, N25 1.354, C41 1.509
46 C -7.550 12.530 0.557  N21 1.448, H72 1.091, H82 1.085, H129 1.091
47 C -9.776 -7.814 -0.379  C30 1.512, H87 1.090, H95 1.091, H103 1.085
48 C -8.173 6.255 2.405  C50 1.508, H106 1.091, H111 1.089, H130 1.084
49 C 2.153 6.972 4.333  N24 1.450, H73 1.092, H77 1.089, H150 1.085
50 C -6.951 5.372 2.465  O10 1.221, N23 1.364, C48 1.508
51 C 8.433 -6.656 -4.491  O15 1.218, N26 1.362, C64 1.511
52 C 0.205 3.599 4.777  F1 1.344, F2 1.342, F3 1.343, B66 1.613
53 C -8.326 -4.048 -1.637  O4 1.225, N20 1.355, C43 1.510
54 C 6.211 -4.722 1.756  O11 1.221, N22 1.358, C57 1.510
55 C -7.373 -2.191 -3.050  N20 1.446, H71 1.085, H119 1.092, H135 1.092
56 C 4.051 -1.060 2.220  N17 1.427, N18 1.438, N19 1.270
57 C 5.779 -4.685 3.202  C54 1.510, H75 1.091, H108 1.087, H125 1.091
58 C -4.766 1.911 1.702  C29 1.542, C59 1.541, H93 1.096, H142 1.094
59 C -5.763 0.737 1.673  C42 1.520, C58 1.541, H107 1.101, H118 1.097
60 C 0.527 2.777 0.150  C32 1.555, B68 1.557, H94 1.096, H122 1.096
61 C -6.483 6.153 4.824  N23 1.448, H99 1.092, H114 1.091, H147 1.085
62 C 7.787 -6.638 2.218  N22 1.447, H69 1.091, H90 1.091, H131 1.085
63 C 9.739 -8.749 -3.949  N26 1.448, H115 1.092, H140 1.092, H151 1.085
64 C 9.662 -6.004 -5.078  C51 1.511, H121 1.087, H124 1.091, H148 1.091
65 C 2.884 1.757 0.283  C32 1.531, C36 1.539, H146 1.098, H152 1.098
66 B -0.653 3.756 3.420  O13 1.372, O14 1.367, C52 1.613
67 B -2.415 2.749 2.274  O6 1.395, O13 1.412, C29 1.557
68 B -0.489 3.426 1.136  O6 1.394, O14 1.413, C60 1.557
69 H 7.579 -7.647 1.856  C62 1.091
70 H 3.451 0.645 3.118  N17 1.011
71 H -7.578 -2.848 -3.890  C55 1.085
72 H -7.683 13.182 1.421  C46 1.091
73 H 1.070 6.941 4.194  C49 1.092
74 H 7.615 0.204 -4.759  C44 1.091
75 H 5.338 -5.637 3.500  C57 1.091
76 H 9.266 0.203 -4.118  C44 1.092
77 H 2.413 6.307 5.155  C49 1.089
78 H 5.733 -4.176 -1.162  N25 1.014
79 H 2.395 -1.932 2.299  N19 1.020
80 H 7.387 -5.605 0.412  N22 1.009
81 H 4.890 -5.628 -3.638  C37 1.084
82 H -6.489 12.334 0.439  C46 1.085
83 H -7.636 -2.296 -0.961  N20 1.011
84 H 3.279 8.223 1.931  C35 1.091
85 H 5.864 -1.319 3.033  N18 1.018
86 H -5.416 4.792 3.605  N23 1.008
87 H -8.930 -7.873 0.307  C47 1.090
88 H 4.712 9.232 2.205  C35 1.085
89 H -5.949 10.251 -0.380  C34 1.090
90 H 8.868 -6.493 2.226  C62 1.091
91 H 5.619 -6.412 -2.244  C37 1.092
92 H 4.629 7.598 2.889  C35 1.091
93 H -4.618 2.303 0.689  C58 1.096
94 H -0.046 2.157 -0.550  C60 1.096
95 H -10.675 -8.130 0.152  C47 1.091
96 H -9.015 -5.834 -2.551  C43 1.085
97 H 9.564 -1.521 -7.391  N27 1.008
98 H 4.496 1.997 1.690  C36 1.098
99 H -5.652 6.825 5.046  C61 1.092
100 H 9.110 1.177 -6.205  C39 1.085
101 H -9.269 -4.393 -3.549  C43 1.091
102 H -7.098 1.600 0.219  C42 1.097
103 H -9.889 -6.780 -0.689  C47 1.085
104 H 2.220 8.786 5.429  N24 1.008
105 H -5.796 0.595 -0.467  C42 1.098
106 H -8.890 5.974 3.177  C48 1.091
107 H -5.214 -0.207 1.817  C59 1.101
108 H 5.027 -3.904 3.293  C57 1.087
109 H 10.461 0.820 -7.280  C39 1.092
110 H -7.346 -0.960 1.070  O9 0.965
111 H -7.909 7.303 2.533  C48 1.089
112 H 5.726 -1.867 1.521  N18 1.022
113 H -10.146 -11.493 -0.141  C33 1.092
114 H -6.628 5.494 5.682  C61 1.091
115 H 9.997 -9.011 -2.922  C63 1.092
116 H -2.955 0.698 1.791  C29 1.099
117 H -9.269 11.326 0.850  N21 1.008
118 H -6.475 0.845 2.501  C59 1.097
119 H -6.306 -1.962 -3.045  C55 1.092
120 H -7.654 -5.103 -3.399  C43 1.091
121 H 9.384 -5.006 -5.408  C64 1.087
122 H 1.082 3.527 -0.425  C60 1.096
123 H 8.805 0.815 -7.904  C39 1.092
124 H 10.454 -5.920 -4.333  C64 1.091
125 H 6.623 -4.473 3.860  C57 1.091
126 H 7.696 -8.291 -3.622  N26 1.008
127 H 6.214 -4.272 -4.840  C41 1.088
128 H 8.094 -1.034 -3.590  C44 1.087
129 H -7.899 13.061 -0.330  C46 1.091
130 H -8.633 6.143 1.430  C48 1.084
131 H 7.426 -6.563 3.239  C62 1.085
132 H 1.678 2.335 1.945  C32 1.100
133 H -9.535 -10.052 0.673  C33 1.085
134 H -3.548 1.238 3.370  C29 1.098
135 H -7.918 -1.258 -3.199  C55 1.092
136 H 6.108 -2.506 -4.886  C41 1.085
137 H -8.403 -11.231 0.012  C33 1.092
138 H 4.002 -5.701 -2.103  C37 1.093
139 H -5.731 10.369 1.371  C34 1.091
140 H 9.591 -9.673 -4.511  C63 1.092
141 H 4.724 0.641 0.590  C36 1.093
142 H -5.199 2.730 2.284  C58 1.094
143 H 4.640 -3.466 -4.619  C41 1.093
144 H 1.068 0.896 1.095  C32 1.094
145 H -9.208 -10.523 -2.255  N28 1.008
146 H 3.202 2.764 -0.020  C65 1.098
147 H -7.380 6.750 4.697  C61 1.085
148 H 10.043 -6.577 -5.925  C64 1.091
149 H -6.053 8.794 0.621  C34 1.086
150 H 2.622 6.602 3.429  C49 1.085
151 H 10.580 -8.218 -4.385  C63 1.085
152 H 2.795 1.145 -0.624  C65 1.098

Results of the Löwdin charge analysis, in e, for atoms 1 through 99:
1. F 0.13
2. F 0.15
3. F 0.14
4. O 0.02
5. O 0.03
6. O 0.30
7. O 0.03
8. O 0.03
9. O -0.09
10. O 0.03
11. O 0.01
12. O 0.03
13. O 0.31
14. O 0.30
15. O 0.04
16. O 0.01
17. N 0.00
18. N 0.09
19. N 0.16
20. N 0.01
21. N 0.01
22. N 0.02
23. N 0.01
24. N 0.01
25. N 0.02
26. N 0.01
27. N 0.00
28. N 0.00
29. C -0.06
30. C -0.54
31. C -0.54
32. C -0.20
33. C -0.08
34. C -0.01
35. C -0.01
36. C -0.21
37. C -0.09
38. C -0.54
39. C -0.09
40. C -0.56
41. C -0.01
42. C -0.26
43. C 0.00
44. C -0.01
45. C -0.53
46. C -0.08
47. C 0.00
48. C -0.01
49. C -0.08
50. C -0.54
51. C -0.52
52. C -0.50
53. C -0.54
54. C -0.52
55. C -0.08
56. C -0.50
57. C -0.01
58. C -0.20
59. C -0.19
60. C -0.04
61. C -0.08
62. C -0.08
63. C -0.08
64. C 0.00
65. C -0.19
66. B -0.42
67. B -0.47
68. B -0.47
69. H 0.08
70. H 0.12
71. H 0.07
72. H 0.08
73. H 0.08
74. H 0.09
75. H 0.09
76. H 0.08
77. H 0.08
78. H 0.09
79. H 0.05
80. H 0.14
81. H 0.07
82. H 0.07
83. H 0.10
84. H 0.08
85. H 0.08
86. H 0.13
87. H 0.09
88. H 0.08
89. H 0.08
90. H 0.08
91. H 0.07
92. H 0.08
93. H 0.12
94. H 0.12
95. H 0.09
96. H 0.05
97. H 0.14
98. H 0.11
99. H 0.08